Below is the molecule CH8OSi2 in a non-equilibrium geometry, with properties calculated with wB97M-V/def2-TZVPD.

Output
Net charge = 0
LUMO energy = 0.90 eV
E = -697.05493 Eh

Last column: Löwdin charge in e.
Element x y z (Å)
Si1 0.881 1.431 -0.660  0.694
C1 -0.936 0.802 0.166  -0.408
O1 -0.895 -0.563 0.099  -0.444
Si2 -0.114 -1.942 0.425  0.525
H1 1.608 0.976 0.465  -0.107
H2 1.070 3.044 -0.716  -0.064
H3 1.011 0.794 -1.929  -0.101
H4 -1.769 1.198 -0.355  0.042
H5 -1.052 1.260 1.149  0.064
H6 1.071 -2.217 -0.429  -0.068
H7 0.301 -1.868 1.753  -0.082
H8 -1.177 -2.916 0.033  -0.049